Entry 1:
Below is one molecule with the formula C5H11NOSi in a non-equilibrium geometry, with properties calculated with wB97M-V/def2-TZVPD.

Its total charge is 0. Its SMILES is C/N=[Si](\C)CCC=O. Its largest force on an atom is 3.888 eV/A. The value obtained for the total energy is -616.50884 a.u. The HOMO energy is -8.871 eV. The calculation puts the HOMO-LUMO gap at 8.97 eV.

Atoms and positions in Å:
C (0.511, 2.210, -1.742)
N (0.400, 0.987, -1.029)
Si (0.864, 0.230, 0.317)
C (1.890, -0.100, 1.877)
C (-0.077, -1.399, 0.175)
C (-1.358, -1.129, -0.626)
C (-2.337, -0.523, 0.273)
O (-3.423, -1.003, 0.464)
H (0.892, 2.900, -1.022)
H (1.203, 2.247, -2.624)
H (-0.459, 2.551, -2.151)
H (2.773, 0.482, 1.963)
H (1.261, 0.128, 2.778)
H (2.228, -1.118, 1.915)
H (0.459, -2.273, -0.188)
H (-0.327, -1.881, 1.204)
H (-1.043, -0.564, -1.420)
H (-1.702, -2.110, -1.017)
H (-1.757, 0.364, 0.853)

Atomic partial charges in e from the natural (NBO) method, atoms 1 to 5:
1 C -0.41
2 N -1.10
3 Si 1.76
4 C -1.13
5 C -0.90

---

Entry 2:
Below is a 2-piece molecular cluster, C4H13N2S overall in a non-equilibrium geometry, with properties calculated with wB97M-V/def2-TZVPD.

Its total charge is +1. Its largest force on an atom is 5.528 eV/A. The value obtained for the total energy is -667.51618 a.u. The HOMO energy is -11.227 eV. The calculation puts the HOMO-LUMO gap at 8.39 eV.

Atoms and positions in Å:
C (0.081, 1.247, -0.892)
C (-1.692, -1.069, -1.294)
C (1.431, -0.452, 1.205)
C (-0.597, 0.557, 0.261)
N (-0.586, 0.988, 1.474)
N (-1.428, -0.435, 0.006)
S (2.687, -1.769, 0.799)
H (0.654, 2.103, -0.624)
H (0.676, 0.538, -1.393)
H (-0.822, 1.615, -1.291)
H (-2.295, -0.429, -2.020)
H (-0.731, -1.299, -1.748)
H (-2.307, -1.818, -1.139)
H (2.127, 0.299, 1.326)
H (0.992, -0.608, 2.274)
H (0.143, 1.706, 1.781)
H (-1.222, 0.641, 2.157)
H (1.783, -2.598, 0.216)
H (-2.000, -0.759, 0.816)
H (3.122, -1.192, -0.353)

Atomic partial charges in e from the natural (NBO) method, atoms 1 to 5:
1 C -0.66
2 C -0.40
3 C -0.98
4 C 0.64
5 N -0.74

---

Entry 3:
Below is a 2-piece molecular cluster, C13H23N2 overall in a non-equilibrium geometry, with properties calculated with wB97M-V/def2-TZVPD.

Its total charge is +1. Its largest force on an atom is 1.952 eV/A. The value obtained for the total energy is -618.38718 a.u. The HOMO energy is -12.040 eV. The calculation puts the HOMO-LUMO gap at 7.93 eV.

Atoms and positions in Å:
C (-2.760, -0.549, 1.533)
N (-1.358, -0.985, 1.630)
C (-1.073, -2.107, 2.544)
C (-0.405, -0.334, 0.995)
C (0.995, -0.641, 1.252)
C (1.514, -1.934, 1.020)
C (2.793, -2.263, 1.439)
C (3.617, -1.293, 2.013)
C (3.146, 0.012, 2.185)
C (1.843, 0.352, 1.802)
H (-3.391, -1.308, 2.019)
H (-2.902, 0.410, 2.062)
H (-3.054, -0.415, 0.479)
H (-2.014, -2.367, 3.040)
H (-0.687, -2.981, 1.997)
H (-0.338, -1.807, 3.306)
H (-0.710, 0.495, 0.348)
H (0.869, -2.679, 0.534)
H (3.156, -3.282, 1.305)
H (4.652, -1.526, 2.250)
H (3.788, 0.778, 2.604)
H (1.438, 1.352, 1.969)
C (-0.388, 3.405, -1.217)
C (0.191, 2.029, -1.445)
N (-0.808, 1.011, -1.767)
C (-0.398, 0.208, -2.914)
C (-1.467, 0.029, -3.969)
H (0.325, 3.973, -0.625)
H (-0.508, 3.902, -2.188)
H (-1.354, 3.361, -0.709)
H (0.916, 2.094, -2.276)
H (0.758, 1.628, -0.593)
H (-1.712, 1.469, -1.983)
H (0.457, 0.715, -3.399)
H (0.011, -0.736, -2.522)
H (-1.210, -0.836, -4.577)
H (-2.456, -0.100, -3.529)
H (-1.474, 0.917, -4.613)

Atomic partial charges in e from the natural (NBO) method, atoms 1 to 5:
1 C -0.43
2 N -0.26
3 C -0.43
4 C 0.29
5 C -0.18

---

Entry 4:
Below is C15H60O15 as an isolated structure in a non-equilibrium geometry, with properties calculated with wB97M-V/def2-TZVPD.

Its total charge is 0. Its largest force on an atom is 18.874 eV/A. The value obtained for the total energy is -1734.38820 a.u. The HOMO energy is -7.306 eV. The calculation puts the HOMO-LUMO gap at 6.95 eV.

Atoms and positions in Å:
C (3.155, -0.635, 0.810)
O (3.555, -0.116, -0.497)
H (3.758, -0.174, 1.592)
H (2.126, -0.332, 1.002)
H (3.243, -1.720, 0.872)
H (4.514, -0.068, -0.485)
C (-0.069, 1.010, -2.849)
O (-0.056, -0.349, -2.534)
H (0.341, 1.250, -3.830)
H (-1.110, 1.322, -2.929)
H (0.404, 1.645, -2.100)
H (0.832, -0.624, -2.773)
C (-1.984, -1.873, -2.582)
O (-1.275, -1.286, -1.571)
H (-1.337, -2.548, -3.142)
H (-2.670, -2.574, -2.107)
H (-2.431, -1.226, -3.336)
H (-0.645, -0.700, -1.997)
C (-2.717, -2.992, 0.114)
O (-2.190, -1.691, 0.119)
H (-3.251, -3.219, 1.036)
H (-3.321, -3.234, -0.760)
H (-1.887, -3.698, 0.082)
H (-1.943, -1.481, -0.785)
C (2.221, -0.255, 3.437)
O (1.136, -0.260, 2.546)
H (2.524, 0.772, 3.641)
H (1.756, -0.548, 4.379)
H (3.058, -0.916, 3.211)
H (0.357, 0.030, 3.025)
C (2.605, 2.094, -1.126)
O (1.909, 1.207, -0.246)
H (3.398, 2.660, -0.637)
H (3.014, 1.599, -2.007)
H (1.857, 2.769, -1.542)
H (2.489, 0.506, 0.058)
C (2.396, -0.845, -2.591)
O (1.549, -0.590, -3.743)
H (3.159, -0.081, -2.443)
H (1.778, -0.792, -1.695)
H (2.796, -1.859, -2.594)
H (1.989, -0.878, -4.547)
C (-1.236, 3.530, -0.344)
O (-0.032, 3.078, -0.947)
H (-2.050, 3.079, -0.910)
H (-1.369, 3.214, 0.691)
H (-1.248, 4.620, -0.371)
H (0.059, 2.152, -0.710)
C (-1.656, 1.641, 1.869)
O (-3.060, 1.503, 2.159)
H (-1.314, 2.485, 2.466)
H (-1.017, 0.788, 2.096)
H (-1.517, 1.833, 0.805)
H (-3.385, 0.788, 1.607)
C (-4.146, -0.081, 0.594)
O (-2.805, -0.218, 1.101)
H (-4.188, -0.026, -0.494)
H (-4.755, -0.926, 0.915)
H (-4.691, 0.789, 0.961)
H (-2.427, -0.978, 0.654)
C (-0.107, 0.105, 0.145)
O (0.073, 1.490, -0.001)
H (0.293, -0.237, 1.100)
H (-1.141, -0.232, 0.078)
H (0.434, -0.470, -0.606)
H (1.023, 1.609, -0.080)
C (-2.579, 1.181, -1.011)
O (-3.407, 1.751, -2.023)
H (-2.878, 1.402, 0.013)
H (-2.550, 0.093, -1.068)
H (-1.559, 1.545, -1.135)
H (-4.191, 1.210, -2.147)
C (1.651, -2.988, 2.570)
O (1.122, -2.016, 1.668)
H (1.528, -4.012, 2.217)
H (2.702, -2.729, 2.699)
H (1.169, -2.890, 3.543)
H (1.244, -1.163, 2.091)
C (0.538, -2.686, -0.751)
O (1.277, -3.374, 0.227)
H (-0.515, -2.603, -0.484)
H (0.964, -1.685, -0.816)
H (0.714, -3.162, -1.715)
H (1.191, -2.854, 1.029)
C (1.254, 2.751, 2.030)
O (1.542, 2.562, 3.425)
H (1.947, 2.236, 1.365)
H (0.249, 2.444, 1.741)
H (1.348, 3.792, 1.720)
H (2.471, 2.361, 3.558)

Atomic partial charges in e from the Mulliken method, atoms 1 to 5:
1 C -0.80
2 O -0.36
3 H 0.45
4 H 1.49
5 H 0.32

---

Entry 5:
Below is a 3-piece molecular cluster, C5H16O2S overall in a non-equilibrium geometry, with properties calculated with wB97M-V/def2-TZVPD.

Its total charge is 0. Its SMILES is CCCCSC.O.O. Its largest force on an atom is 2.424 eV/A. The value obtained for the total energy is -748.73086 a.u. The HOMO energy is -8.710 eV. The calculation puts the HOMO-LUMO gap at 9.51 eV.

Atoms and positions in Å:
C (1.724, 0.542, 3.284)
C (2.079, -0.497, 2.243)
C (2.293, 0.160, 0.801)
C (1.561, -0.447, -0.362)
S (0.030, 0.425, -0.930)
C (-1.002, 0.502, 0.512)
H (0.670, 0.854, 3.175)
H (1.712, 0.092, 4.279)
H (2.210, 1.513, 3.241)
H (1.382, -1.318, 2.123)
H (3.079, -0.848, 2.482)
H (3.373, 0.272, 0.743)
H (1.872, 1.170, 0.885)
H (2.158, -0.561, -1.267)
H (1.180, -1.451, -0.168)
H (-1.802, -0.249, 0.582)
H (-1.437, 1.498, 0.535)
H (-0.564, 0.315, 1.497)
O (-2.982, 0.004, -2.736)
H (-2.179, -0.022, -3.292)
H (-2.716, -0.431, -1.914)
O (-3.933, -0.734, -5.371)
H (-4.374, -0.765, -4.501)
H (-4.333, -0.025, -5.839)

Atomic partial charges in e from the natural (NBO) method, atoms 1 to 5:
1 C -0.62
2 C -0.39
3 C -0.43
4 C -0.51
5 S 0.18